(1)
A molecular structure, C29H49BF4N5O4RuSSb, computed with ωB97M-V/def2-TZVPD.

Geometry as XYZ:
```
95
Properties=species:S:1:pos:R:3:forces:R:3
Ru -0.1624 0.7564 -0.1601 0.001 -0.153 -0.195
C 2.9232 -6.2016 4.4168 0.009 -0.016 -0.006
C 2.5823 -4.7360 4.4235 -0.015 0.028 0.016
C 1.7265 -4.2086 3.4593 0.005 -0.022 0.003
C 1.4105 -2.8615 3.4520 0.015 0.035 -0.038
C 1.9589 -2.0205 4.4097 -0.043 0.002 -0.004
C 2.8206 -2.5219 5.3719 0.009 0.016 0.002
C 3.1215 -3.8768 5.3769 -0.005 -0.019 -0.004
S 1.5414 -0.2857 4.4154 0.051 0.040 0.004
O 0.2731 -0.1934 5.1330 -0.002 -0.010 -0.014
O 2.6511 0.3945 5.0526 -0.011 -0.029 -0.018
N 1.2573 0.1285 2.9233 -0.018 -0.074 -0.047
C 2.2049 -0.0202 1.9516 -0.068 0.074 0.090
C 3.5337 -0.4472 2.1977 0.000 0.015 -0.049
C 4.3921 -0.6918 1.1591 -0.020 0.008 -0.008
C 3.9594 -0.4639 -0.1438 0.020 0.003 0.024
C 2.6885 0.0245 -0.3068 0.023 0.028 0.031
N 1.8072 0.2580 0.6853 0.001 -0.110 -0.241
H 2.0239 -6.8130 4.5125 0.000 0.001 0.000
H 3.5950 -6.4558 5.2370 0.000 0.002 -0.001
H 3.4075 -6.4844 3.4804 -0.001 0.004 0.001
H 1.3131 -4.8422 2.6831 -0.002 0.009 -0.001
H 0.7691 -2.4761 2.6709 0.015 -0.019 0.022
H 3.2596 -1.8472 6.0953 -0.003 0.000 -0.001
H 3.7969 -4.2716 6.1282 0.002 0.000 -0.002
H 3.8656 -0.5738 3.2150 -0.020 -0.017 0.047
H 5.3937 -1.0521 1.3610 0.005 0.015 -0.003
H 4.5857 -0.6438 -1.0059 0.003 0.010 0.000
H 2.3380 0.2742 -1.2961 -0.011 -0.036 0.007
C -2.2351 -1.3523 3.5601 -0.059 -0.016 0.027
C -1.7942 -0.9586 2.1365 -0.015 0.007 -0.002
N -2.2306 0.3983 1.8257 0.042 0.009 0.199
C -1.7308 1.3580 2.8028 -0.017 0.006 0.023
C -2.2923 1.0381 4.2059 -0.039 -0.003 0.032
N -3.0990 -0.2272 4.0771 0.031 0.020 -0.021
C -4.2586 0.0054 3.1589 -0.022 -0.011 -0.003
C -3.6822 0.4494 1.7881 0.075 -0.031 -0.098
H -1.3977 -1.4364 4.2492 0.035 0.004 0.000
H -2.8437 -2.2565 3.5873 0.001 0.007 -0.009
H -2.2124 -1.6333 1.3939 0.030 -0.014 -0.013
H -0.7122 -1.0058 2.0690 0.012 0.017 0.005
H -2.0363 2.3543 2.4820 0.028 0.005 0.005
H -0.6442 1.3043 2.8263 0.001 -0.022 -0.014
H -2.9708 1.7991 4.5948 -0.021 -0.004 -0.039
H -1.4951 0.8331 4.9161 0.015 0.029 0.000
H -3.4350 -0.4849 4.9992 -0.025 -0.003 -0.001
H -4.8882 0.7639 3.6248 -0.008 -0.009 -0.005
H -4.8145 -0.9298 3.0959 0.012 -0.008 0.005
H -3.9910 1.4648 1.5429 -0.004 -0.008 -0.009
H -4.0331 -0.1964 0.9880 -0.050 0.032 -0.037
C 0.3573 0.7075 -6.3115 0.018 -0.006 -0.025
C -0.5189 0.1631 -5.1902 -0.101 -0.097 0.038
Sb 0.3465 0.0374 -3.1947 0.227 0.213 0.060
C 1.3281 -1.8724 -3.4299 -0.038 -0.010 0.014
C 2.0027 -2.2340 -4.7473 -0.006 -0.023 -0.033
C 1.9827 1.4412 -3.5640 -0.004 -0.029 -0.018
C 3.3267 0.9362 -4.0736 0.027 -0.002 -0.012
H -0.1621 0.6669 -7.2744 -0.002 -0.001 0.004
H 1.2842 0.1412 -6.4161 -0.002 0.004 0.006
H 0.6310 1.7496 -6.1408 0.006 -0.005 0.006
H -0.8490 -0.8537 -5.4194 -0.006 0.001 0.010
H -1.4255 0.7620 -5.0869 -0.004 -0.010 -0.002
H 0.5228 -2.5783 -3.2144 0.010 0.007 0.046
H 2.0141 -1.9676 -2.5842 0.016 -0.007 -0.016
H 1.3462 -2.0562 -5.6025 -0.002 -0.003 0.006
H 2.2670 -3.2957 -4.7639 0.008 0.003 0.004
H 2.9205 -1.6699 -4.9122 -0.020 0.010 -0.009
H 2.1092 1.9400 -2.6023 0.015 0.031 -0.020
H 1.5778 2.1952 -4.2435 -0.006 0.015 0.023
H 3.7485 0.1768 -3.4097 -0.019 -0.017 -0.015
H 4.0581 1.7483 -4.1418 0.003 -0.003 0.020
H 3.2430 0.4901 -5.0651 -0.001 0.012 0.002
C 2.4355 3.5313 -0.2685 -0.021 -0.009 -0.038
C 1.0018 3.6044 0.2752 -0.089 0.050 0.141
C 1.0448 3.4739 1.7986 0.022 -0.022 -0.020
C 0.4280 4.9820 -0.0832 -0.039 0.009 0.039
C 0.1289 2.5295 -0.3696 0.351 0.116 -0.378
H 3.0567 4.2755 0.2397 0.002 0.016 -0.025
H 2.4626 3.7460 -1.3395 -0.009 -0.022 -0.005
H 2.8769 2.5499 -0.1017 0.001 0.012 0.033
H 1.6726 4.2618 2.2264 0.003 -0.004 0.004
H 1.4451 2.5108 2.1098 -0.037 -0.012 0.009
H 0.0431 3.5765 2.2216 0.000 -0.002 -0.002
H 0.9962 5.7788 0.4065 0.007 -0.002 -0.009
H -0.6151 5.0633 0.2333 0.005 -0.003 0.011
H 0.4638 5.1480 -1.1624 -0.011 -0.005 -0.002
H -0.3832 2.9372 -1.2629 -0.077 0.056 0.084
O -3.8317 -0.1254 -1.2551 -0.412 0.087 -0.136
N -2.6686 0.0526 -1.5715 0.416 -0.279 -0.028
O -2.1306 1.0967 -1.0673 -0.046 0.175 0.470
F -0.3283 -3.8142 -1.1777 0.039 0.019 0.022
B 0.1525 -3.0465 -0.1236 0.071 -0.004 -0.097
F 1.5174 -3.2489 0.0849 -0.026 0.005 0.009
F -0.5592 -3.3449 1.0587 -0.011 0.009 -0.020
F -0.0468 -1.6501 -0.4471 -0.219 -0.065 0.189
```
Positions in Å, forces in eV/Å.

As for the total charge: -1. Its total energy is -78012.83880 eV. As for the LUMO energy (alpha / beta): 1.73 / 1.72 eV. The calculation puts the energy above the lowest of the compared OMol25 structures with the same formula, charge and spin at 0.0 kcal per mole. Its multiplicity is 2. The value obtained for the gap between HOMO and LUMO (alpha / beta) is 5.617 / 6.108 eV.

(2)
A molecular structure, C29H49BaBrN2OP2 in a non-equilibrium geometry, computed with ωB97M-V/def2-TZVPD.

Geometry as XYZ:
```
85
Properties=species:S:1:pos:R:3:forces:R:3
N -5.1209 -0.7227 2.9732 -0.294 0.266 0.337
C -4.1733 0.0472 3.5118 0.396 -0.122 -0.660
C -3.2981 0.8158 2.7266 -0.591 -0.085 -0.367
C -3.5113 0.8635 1.3246 -0.206 -1.232 0.915
C -4.4680 -0.0188 0.7753 -0.170 0.038 0.565
C -5.2810 -0.7500 1.6493 0.692 0.121 -0.246
C -2.7041 1.7262 0.4828 0.428 -0.196 -1.634
Ba -0.2147 0.3174 0.6999 -0.170 -0.274 -0.124
P 1.8892 0.7735 -1.5426 -0.612 -0.030 0.270
C -2.5487 1.4929 -0.8646 -0.506 0.464 1.380
C -1.8152 2.3627 -1.7640 0.983 0.366 -0.464
C -1.9526 2.2214 -3.1654 -0.074 0.488 0.283
C -1.4166 3.1781 -4.0342 0.341 -0.036 0.742
C -0.6205 4.2135 -3.5064 -0.407 -0.265 -0.086
C -0.4059 4.3221 -2.1298 -0.025 -0.423 0.249
C -0.9758 3.3833 -1.2606 -0.211 0.286 -0.737
Br 0.1934 5.4662 -4.6734 -0.210 -0.286 0.259
H -2.1567 2.5338 1.0090 -0.562 -0.246 -0.486
H -3.0553 0.6368 -1.3313 0.133 0.390 0.262
H -2.4688 1.3430 3.2064 -0.396 0.173 -0.194
H -4.5882 -0.1564 -0.3018 -0.201 0.354 0.400
H -4.0836 0.0520 4.6053 -0.070 -0.126 -0.459
H -6.0735 -1.3936 1.2499 0.319 0.193 0.248
H -2.5363 1.3820 -3.5560 0.094 0.394 0.058
H -0.8133 3.4976 -0.1839 -0.099 0.093 -0.381
H -1.5967 3.1214 -5.0992 0.082 -0.049 0.015
H 0.1975 5.1376 -1.7350 -0.086 -0.196 -0.123
P -0.8263 -2.6757 -0.5423 0.077 0.519 0.319
C 2.5455 2.2965 -0.7315 0.022 -0.070 0.051
C 3.3037 3.2886 -1.6058 0.370 0.423 0.156
H 3.1774 1.9705 0.1138 -0.166 0.066 -0.224
H 1.6782 2.8235 -0.2844 0.286 -0.191 -0.146
H 3.6189 4.1189 -0.9605 -0.009 -0.040 -0.290
H 4.2167 2.8609 -2.0448 -0.378 0.065 0.093
H 2.6760 3.7096 -2.4038 0.172 -0.211 0.179
C 1.4854 1.2024 -3.2761 -0.233 -0.227 -0.071
C 2.6155 1.0605 -4.2780 0.126 0.223 -0.406
H 1.0445 2.2107 -3.2910 0.239 -0.235 0.170
H 0.6544 0.5361 -3.5718 0.314 0.173 0.147
H 2.2200 1.2859 -5.2728 0.173 -0.114 0.021
H 3.4405 1.7590 -4.0959 -0.167 -0.196 0.038
H 3.0038 0.0374 -4.2879 0.025 0.177 -0.066
C 3.2110 -0.4965 -1.4651 -0.004 -0.031 -0.044
C 4.6485 -0.0192 -1.5928 0.441 -0.242 -0.171
H 2.9770 -1.2665 -2.2222 0.025 0.276 0.233
H 3.0863 -0.9976 -0.4856 0.011 0.146 -0.377
H 5.2945 -0.9022 -1.5353 0.091 0.252 0.013
H 4.8549 0.4737 -2.5518 -0.118 -0.093 0.295
H 4.9299 0.6539 -0.7738 -0.054 -0.096 -0.224
C 0.2287 -3.9585 0.2452 -0.274 -0.166 -0.194
C 1.7286 -3.7263 0.0781 0.192 -0.208 0.007
H -0.0633 -4.9362 -0.1777 0.139 0.230 0.314
H -0.0351 -3.9407 1.3175 0.066 -0.189 -0.406
H 2.2748 -4.5609 0.5298 -0.018 0.168 -0.057
H 2.0414 -3.6780 -0.9714 -0.125 0.029 0.171
H 2.0678 -2.8093 0.5774 -0.100 -0.087 -0.106
C -0.6099 -2.8751 -2.3569 0.031 -0.298 0.144
C -1.4415 -1.8871 -3.1867 0.010 -0.030 -0.162
H -0.8511 -3.9217 -2.6239 0.185 0.428 -0.007
H 0.4652 -2.7004 -2.5405 -0.366 -0.194 -0.051
H -1.2460 -2.0618 -4.2530 -0.081 0.107 0.241
H -2.5245 -2.0109 -3.0373 0.321 0.022 0.042
H -1.1674 -0.8411 -2.9684 -0.094 -0.283 0.020
C -2.5358 -3.2264 -0.1561 0.085 -0.179 -0.412
C -2.8037 -3.3004 1.3465 -0.191 -0.066 0.102
H -2.7153 -4.2050 -0.6397 -0.044 0.391 0.173
H -3.2013 -2.4799 -0.6232 0.100 -0.353 0.119
H -3.8597 -3.5293 1.5145 0.145 0.024 0.062
H -2.2195 -4.0820 1.8450 -0.097 0.143 -0.165
H -2.6015 -2.3469 1.8521 0.004 -0.060 -0.071
C 1.9983 -0.4697 6.1556 0.271 -0.230 -0.087
N 1.0039 -0.0049 5.1639 0.329 -0.200 -0.574
C -0.1545 0.7851 5.5623 -0.293 0.280 0.388
C 1.0693 -0.1679 3.8466 -0.846 0.660 0.327
C 2.1331 -0.9654 3.1757 0.363 -0.094 0.391
O 0.1643 0.3919 3.1451 0.800 -0.612 0.011
H 1.6779 -0.1235 7.1436 0.088 -0.120 -0.325
H 3.0008 -0.0472 5.9517 -0.559 -0.159 0.059
H 2.0738 -1.5740 6.1817 -0.142 0.589 -0.062
H -0.1116 1.7538 5.0411 -0.217 -0.318 0.332
H -1.0670 0.2425 5.2673 0.248 0.373 0.193
H -0.1435 0.9428 6.6384 0.013 -0.060 -0.083
H 1.6897 -1.8817 2.7459 0.249 0.329 0.195
H 2.5892 -0.3520 2.3782 -0.068 -0.325 0.314
H 2.8879 -1.2287 3.9249 0.055 -0.179 -0.565
```
Positions in Å, forces in eV/Å.

As for the total charge: +2. Its total energy is -125198.36786 eV. As for the LUMO energy (alpha / beta): -6.12 / -6.12 eV. The value obtained for the gap between HOMO and LUMO (alpha / beta) is 7.373 / 7.373 eV.

What is the total charge in the second record? +2

What is the total charge in the first record? -1